[1]
Entry from OMol25: one molecule with the formula CH3O4P (ωB97M-V/def2-TZVPD).

Values from the calculation:
Expectation value of S² = 2.01
HOMO (alpha / beta) = -6.744 / -9.481 eV
HOMO-LUMO gap (alpha / beta) = 6.96 / 5.35 eV
Net charge = 0
ΔE to the lowest compared entry with this formula, charge and spin = 465.65 kJ/mol
2S+1 = 3

Bonds (Å) are listed after each position.
Positions of all 9 atoms, in Å:
1 C -0.29158 0.25214 -0.36928  O2 1.515, O5 1.354, H7 1.176, H9 1.187
2 O 0.18083 -0.95809 0.41080  C1 1.515, O4 1.451, H8 1.038
3 O -3.74064 0.11107 0.58968  P6 1.437
4 O -0.53063 -2.09965 -0.13366  O2 1.451
5 O -1.37055 0.68814 0.32303  C1 1.354, P6 1.803
6 P -2.77796 -0.13243 -0.44906  O3 1.437, O5 1.803
7 H -0.39608 0.05296 -1.52347  C1 1.176
8 H -0.09620 -0.71459 1.38053  O2 1.038
9 H 0.56350 1.04440 -0.14740  C1 1.187



[2]
Entry from OMol25: a 2-piece molecular cluster, CH3O4S overall (ωB97M-V/def2-TZVPD).

Values from the calculation:
HOMO (alpha / beta) = -3.029 / -4.487 eV
HOMO-LUMO gap (alpha / beta) = 6.21 / 7.84 eV
Net charge = -1
ΔE to the lowest compared entry with this formula, charge and spin = 654.88 kJ/mol

Bonds (Å) are listed after each position.
Positions of all 9 atoms, in Å:
1 C -0.60696 -1.58911 0.41154  S6 1.655, H7 1.091, H8 1.078
2 O 1.16319 0.05745 1.39058  S6 1.432
3 O -1.11411 0.36628 1.96019  S6 1.440
4 O 0.91913 1.43585 -2.00236  O5 1.439, H9 0.998
5 O -0.15803 1.71783 -1.09112  O4 1.439
6 S -0.19186 -0.07972 0.94826  C1 1.655, O2 1.432, O3 1.440
7 H -1.57704 -1.37064 -0.03844  C1 1.091
8 H -0.02306 -2.15809 -0.29361  C1 1.078
9 H 1.58874 1.62014 -1.28503  O4 0.998



[3]
Entry from OMol25: a 2-piece molecular cluster, CH3O4S2 overall (ωB97M-V/def2-TZVPD).

Values from the calculation:
HOMO = -4.680 eV
HOMO-LUMO gap = 8.31 eV
Net charge = -1
ΔE to the lowest compared entry with this formula, charge and spin = 0.00 kJ/mol

Bonds (Å) are listed after each position.
Positions of all 10 atoms, in Å:
1 C -1.41031 0.28209 0.36508  O5 1.245, S6 1.697, H8 1.173
2 O 2.47418 -1.45542 -0.50084  S7 1.585, H9 0.968
3 O 4.08077 0.13246 0.24846  S7 1.474
4 O 1.70704 0.80485 -0.44402  S7 1.638, H10 1.012
5 O -0.62045 1.24397 0.37003  C1 1.245
6 S -1.06732 -1.37673 0.25467  C1 1.697
7 S 2.65633 -0.19429 0.44110  O2 1.585, O3 1.474, O4 1.638
8 H -2.51792 0.66660 0.38033  C1 1.173
9 H 1.52072 -1.57543 -0.61393  O2 0.968
10 H 0.76014 0.94795 -0.11531  O4 1.012



[4]
Entry from OMol25: a 2-piece molecular cluster, CH3PS overall (ωB97M-V/def2-TZVPD).

Values from the calculation:
HOMO (alpha / beta) = -8.108 / -8.179 eV
HOMO-LUMO gap (alpha / beta) = 7.01 / 6.93 eV
Net charge = 0
ΔE to the lowest compared entry with this formula, charge and spin = 344.09 kJ/mol

Bonds (Å) are listed after each position.
Positions of all 6 atoms, in Å:
1 C -1.52003 0.48097 0.35782  S3 1.584, H4 1.053, H5 1.069
2 P 2.72191 -0.53755 0.09850  H6 1.487
3 S -0.20251 0.37389 -0.51465  C1 1.584
4 H -2.31780 1.14783 0.19367  C1 1.053
5 H -1.68518 -0.29041 1.07947  C1 1.069
6 H 3.00361 -1.17472 -1.21480  P2 1.487



[5]
Entry from OMol25: one molecule with the formula CH3PS (ωB97M-V/def2-TZVPD).

Values from the calculation:
Structure (SMILES) = C1PS1
HOMO = -8.809 eV
HOMO-LUMO gap = 9.43 eV
Net charge = 0
ΔE to the lowest compared entry with this formula, charge and spin = 29.52 kJ/mol

Bonds (Å) are listed after each position.
Positions of all 6 atoms, in Å:
1 C 0.18006 0.32174 -0.41794  P2 1.792, S3 1.806, H4 1.152, H5 1.171
2 P 0.26942 -1.46607 -0.49279  C1 1.792, S3 2.115, H6 1.477
3 S 1.92157 -0.14556 -0.52688  C1 1.806, P2 2.115
4 H 0.00350 0.84464 -1.42867  C1 1.152
5 H -0.08961 1.01069 0.48998  C1 1.171
6 H 0.31618 -1.87303 0.92647  P2 1.477



[6]
Entry from OMol25: one molecule with the formula CH3PS (ωB97M-V/def2-TZVPD).

Values from the calculation:
Structure (SMILES) = C1PS1
HOMO = -9.045 eV
HOMO-LUMO gap = 9.83 eV
Net charge = 0
ΔE to the lowest compared entry with this formula, charge and spin = 34.78 kJ/mol

Bonds (Å) are listed after each position.
Positions of all 6 atoms, in Å:
1 C -0.23429 0.38134 -0.39901  P2 1.797, S3 1.795, H4 1.127, H5 1.097
2 P 0.58947 -1.17378 -0.03426  C1 1.797, S3 2.027, H6 1.473
3 S 1.46824 0.64766 0.10333  C1 1.795, P2 2.027
4 H -0.80742 0.57713 -1.34938  C1 1.127
5 H -0.91859 0.65690 0.41355  C1 1.097
6 H -0.09741 -1.08925 1.26577  P2 1.473



[7]
Entry from OMol25: one molecule with the formula CH3PS (ωB97M-V/def2-TZVPD).

Values from the calculation:
Structure (SMILES) = [PH3]=C=S
HOMO = -7.972 eV
HOMO-LUMO gap = 7.87 eV
Net charge = 0
ΔE to the lowest compared entry with this formula, charge and spin = 309.96 kJ/mol

Bonds (Å) are listed after each position.
Positions of all 6 atoms, in Å:
1 C 2.43324 -0.62127 0.07563  P2 2.134, S3 1.564
2 P 0.45999 0.17852 -0.06101  C1 2.134, H4 1.371, H5 1.407, H6 1.406
3 S 3.80853 0.08336 -0.16795  C1 1.564
4 H 0.24574 0.17224 1.29347  P2 1.371
5 H -0.64773 0.73875 -0.72234  P2 1.407
6 H 0.04220 -1.16171 -0.14319  P2 1.406



[8]
Entry from OMol25: one molecule with the formula CH3PS6 (ωB97M-V/def2-TZVPD).

Values from the calculation:
Structure (SMILES) = CP1(=S)SSSSS1
HOMO = -8.897 eV
HOMO-LUMO gap = 7.14 eV
Net charge = 0
ΔE to the lowest compared entry with this formula, charge and spin = 0.00 kJ/mol

Bonds (Å) are listed after each position.
Positions of all 11 atoms, in Å:
1 C 0.11014 -0.01006 0.04871  P2 1.838, H9 1.091, H10 1.087, H11 1.089
2 P 1.46511 -0.78083 1.02188  C1 1.838, S3 1.945, S4 2.200, S5 2.108
3 S 3.10599 0.21590 1.33640  P2 1.945
4 S 0.31605 -1.21023 2.84791  P2 2.200, S6 2.029
5 S 1.63306 -2.63494 0.03347  P2 2.108, S7 2.461
6 S 1.77646 -1.92478 4.06175  S4 2.029, S8 2.105
7 S 3.24090 -3.53592 1.66391  S5 2.461, S8 1.967
8 S 2.11900 -3.83706 3.25091  S6 2.105, S7 1.967
9 H 0.45804 0.12280 -0.97665  C1 1.091
10 H -0.76514 -0.65511 0.05666  C1 1.087
11 H -0.13305 0.96491 0.46789  C1 1.089



Copy entry 3 word for word.
Entry from OMol25: a 2-piece molecular cluster, CH3O4S2 overall (ωB97M-V/def2-TZVPD).

Values from the calculation:
HOMO = -4.680 eV
HOMO-LUMO gap = 8.31 eV
Net charge = -1
ΔE to the lowest compared entry with this formula, charge and spin = 0.00 kJ/mol

Bonds (Å) are listed after each position.
Positions of all 10 atoms, in Å:
1 C -1.41031 0.28209 0.36508  O5 1.245, S6 1.697, H8 1.173
2 O 2.47418 -1.45542 -0.50084  S7 1.585, H9 0.968
3 O 4.08077 0.13246 0.24846  S7 1.474
4 O 1.70704 0.80485 -0.44402  S7 1.638, H10 1.012
5 O -0.62045 1.24397 0.37003  C1 1.245
6 S -1.06732 -1.37673 0.25467  C1 1.697
7 S 2.65633 -0.19429 0.44110  O2 1.585, O3 1.474, O4 1.638
8 H -2.51792 0.66660 0.38033  C1 1.173
9 H 1.52072 -1.57543 -0.61393  O2 0.968
10 H 0.76014 0.94795 -0.11531  O4 1.012



Question: Look up the net charge of the eighth one.
Answer: 0



Question: Look up the ΔE to the lowest compared entry with this formula, charge and spin of the eighth one.
Answer: 0.00 kJ/mol